Molecular formula: C30H49Cl2N6PS3Si2TeY
Method: DFT, ωB97M-V/def2-TZVPD

Last column: natural (NBO) charge in e.
Geometry (Å):
Y 0.573 -0.892 -0.165  1.41
C 2.058 -1.613 5.493  -0.43
N 1.296 -2.004 4.309  -0.41
C 0.987 -3.423 4.101  -0.43
C 1.008 -1.139 3.309  0.67
N 0.276 -1.424 2.284  -0.87
N 1.548 0.136 3.479  -0.62
C 1.500 1.199 2.592  0.66
N 2.164 2.301 3.040  -0.80
N 0.844 1.144 1.489  -0.85
H 1.984 -2.405 6.230  0.24
H 1.640 -0.719 5.958  0.21
H 3.120 -1.458 5.278  0.20
H 1.569 -4.012 4.805  0.22
H 1.267 -3.730 3.092  0.24
H -0.072 -3.634 4.269  0.21
H -0.092 -2.361 2.373  0.38
H 2.183 0.243 4.246  0.41
H 2.814 2.247 3.804  0.40
H 2.302 3.060 2.396  0.42
H 0.926 2.010 0.967  0.39
Cl 3.258 -0.668 0.795  0.06
C 4.145 -2.115 0.321  -0.09
C 5.519 -1.992 0.224  -0.22
C 6.259 -3.100 -0.144  -0.21
C 5.608 -4.293 -0.412  -0.21
C 4.230 -4.382 -0.307  -0.09
Cl 3.499 -5.912 -0.661  0.03
C 3.428 -3.288 0.072  -0.10
S 1.690 -3.441 0.254  -0.39
H 5.996 -1.042 0.432  0.23
H 7.336 -3.033 -0.230  0.23
H 6.167 -5.172 -0.707  0.24
N 0.643 -2.162 -2.449  -1.12
H 0.352 -3.125 -2.342  0.40
H 1.554 -2.186 -2.895  0.40
H 0.008 -1.696 -3.088  0.41
S -1.227 0.393 -2.901  -0.62
P 0.472 1.422 -3.096  1.22
S 1.784 1.215 -1.560  -0.64
C 1.313 0.925 -4.621  -0.33
C 0.787 1.347 -5.843  -0.21
C 1.376 0.935 -7.030  -0.19
C 2.488 0.100 -7.004  -0.19
C 3.015 -0.320 -5.791  -0.21
C 2.430 0.094 -4.598  -0.23
C 0.139 3.180 -3.307  -0.45
C -1.161 3.672 -3.312  -0.17
C -1.382 5.034 -3.508  -0.21
C -0.310 5.891 -3.699  -0.18
C 0.992 5.397 -3.693  -0.23
C 1.220 4.045 -3.497  -0.12
H -0.083 1.995 -5.866  0.23
H 0.970 1.269 -7.978  0.22
H 2.948 -0.217 -7.933  0.22
H 3.888 -0.959 -5.771  0.22
H 2.857 -0.203 -3.647  0.23
H -1.991 2.991 -3.169  0.24
H -2.394 5.420 -3.516  0.22
H -0.484 6.949 -3.856  0.22
H 1.828 6.068 -3.845  0.22
H 2.234 3.657 -3.494  0.22
C -3.321 2.154 4.833  -1.12
Si -2.963 2.325 3.022  1.66
C -1.589 3.557 2.776  -1.13
C -4.474 2.852 2.080  -1.13
C -2.420 0.654 2.352  -1.17
Te -1.898 0.756 0.267  0.64
C -3.654 -0.260 -0.388  -1.16
Si -3.787 -2.071 0.037  1.67
C -2.411 -2.965 -0.845  -1.08
C -5.455 -2.614 -0.545  -1.12
C -3.573 -2.432 1.842  -1.13
H -3.594 3.123 5.271  0.25
H -2.439 1.780 5.368  0.23
H -4.150 1.459 5.015  0.24
H -1.855 4.521 3.225  0.25
H -1.396 3.727 1.709  0.24
H -0.661 3.210 3.249  0.23
H -4.854 3.822 2.422  0.25
H -5.282 2.118 2.193  0.24
H -4.241 2.946 1.014  0.24
H -3.235 -0.074 2.437  0.25
H -1.544 0.254 2.864  0.26
H -3.649 -0.157 -1.476  0.27
H -4.507 0.310 -0.009  0.25
H -2.333 -2.670 -1.896  0.25
H -2.554 -4.050 -0.796  0.26
H -1.450 -2.773 -0.354  0.19
H -5.562 -2.448 -1.623  0.25
H -6.227 -2.027 -0.036  0.25
H -5.648 -3.674 -0.343  0.25
H -2.594 -2.093 2.202  0.23
H -3.636 -3.517 1.990  0.25
H -4.343 -1.966 2.466  0.24

Properties
**E_tot**: -131781.429 eV
**Total charge**: +1
**HOMO energy**: -0.36557 hartree
**HOMO-LUMO gap**: 7.828 eV
**E_LUMO**: -2.12 eV